Density functional theory data (ωB97M-V with the def2-TZVPD basis set) for a molecular structure, C6H6BBrF4NPdS3Sb in a non-equilibrium geometry.

The HOMO energy (alpha / beta) is -13.0 / -12.6 eV. As for the gap between HOMO and LUMO (alpha / beta): 5.096 / 4.590 eV. The LUMO energy (alpha / beta) comes out at -7.924 / -8.021 eV. The calculation puts the energy above the lowest of the compared OMol25 structures with the same formula, charge and spin at 32.80 kcal per mole.

The geometry in ORCA input format:
```
! RIJCOSX wB97M-V def2-TZVPD def2/J DEFGRID3
* xyz 1 2
C -2.900 1.445 0.305
F 3.206 -1.812 -0.035
S 4.894 0.922 3.384
Br 0.699 1.803 2.387
C -3.494 -0.029 -1.669
C -1.245 -0.024 -0.562
C -0.731 1.333 1.207
H -4.468 0.446 -1.577
F 2.239 -3.403 -1.440
H -3.103 0.175 -2.666
S 3.721 1.062 0.308
F 3.456 -1.647 -2.341
Pd 1.772 -0.235 0.695
Sb 4.817 -0.723 1.638
N -0.365 0.402 0.341
C -2.546 0.476 -0.627
H -3.902 1.854 0.292
S 2.601 -1.337 2.608
F 1.451 -1.235 -1.264
C -1.983 1.894 1.249
B 2.642 -2.127 -1.385
H -0.906 -0.781 -1.257
H -2.233 2.647 1.983
H -3.624 -1.107 -1.576
*
```